1.
Molecular formula: Cl3O2PS
Method: DFT, ωB97M-V/def2-TZVPD

Values from the calculation:
- expectation value of S² = 2.02
- energy relative to the best compared isomer or geometry (same formula, charge and spin) (kcal per mole) = 0.0
- total energy (Ha) = -2270.5324
- E_LUMO (alpha / beta) (hartree) = -0.064 / -0.177
- Kohn-Sham gap (alpha / beta) (hartree) = 0.2787 / 0.2272
- charge = 0
- 2S+1 = 3

Last column: natural (NBO) charge in e.
CARTESIAN COORDINATES (ANGSTROEM)
Cl1 -0.21309 -2.58995 -0.67756  -0.248
Cl2 -2.36449 -0.50236 -0.01004  -0.217
O1 0.12335 -0.69526 1.61369  -0.997
O2 0.00348 2.16837 -0.46371  -0.688
P1 -0.28896 -0.68886 0.24503  1.489
S1 0.24555 0.98911 -1.25035  0.934
Cl3 1.98522 -0.63572 -0.53299  -0.273

2.
Molecular formula: Cl4N2O6Zr
Method: DFT, ωB97M-V/def2-TZVPD

Values from the calculation:
- energy relative to the best compared isomer or geometry (same formula, charge and spin) (kcal per mole) = 82.7
- total energy (Ha) = -2448.7940
- E_LUMO (hartree) = 0.186
- Kohn-Sham gap (hartree) = 0.3061
- charge = -2
- 2S+1 = 1

Last column: natural (NBO) charge in e.
CARTESIAN COORDINATES (ANGSTROEM)
O1 2.42264 2.43212 -2.07389  -0.460
Cl1 -3.33716 0.28598 0.28687  -0.647
Cl2 -0.03404 1.35818 1.51912  -0.538
O2 0.53232 1.55856 -1.65884  -0.622
N1 -0.51716 -2.45964 2.02762  0.720
Cl3 1.83508 -0.96840 -0.62641  -0.591
O3 0.62145 -2.88161 2.01758  -0.434
O4 -0.88441 -1.62484 1.11832  -0.602
Cl4 -1.27371 -1.73375 -2.10432  -0.518
O5 -0.99726 -2.34373 3.16261  -0.481
Zr1 -0.68394 -0.00792 -0.49757  1.883
O6 1.11363 3.71386 -1.28770  -0.407
N2 1.20256 2.67119 -1.88340  0.696

3.
Molecular formula: Cl4N4
Method: DFT, ωB97M-V/def2-TZVPD

Values from the calculation:
- energy relative to the best compared isomer or geometry (same formula, charge and spin) (kcal per mole) = 16.7
- total energy (Ha) = -2059.5516
- E_LUMO (hartree) = -0.038
- Kohn-Sham gap (hartree) = 0.3350
- charge = 0
- SMILES = Cl/N=N/N(Cl)N(Cl)Cl
- 2S+1 = 1

Last column: natural (NBO) charge in e.
CARTESIAN COORDINATES (ANGSTROEM)
N1 -0.22315 -0.51822 -0.04460  -0.118
Cl1 -1.02348 -1.59866 -1.12459  0.154
N2 0.41592 -1.20668 0.87342  -0.209
Cl2 -0.56777 2.98743 -1.32851  0.134
Cl3 2.19672 -1.12957 0.58896  0.072
Cl4 0.26554 -0.60748 2.51141  0.153
N3 -0.82563 1.28627 -1.23089  -0.188
N4 -0.23815 0.78692 -0.24520  0.002

4.
Molecular formula: Cl4N4
Method: DFT, ωB97M-V/def2-TZVPD

Values from the calculation:
- energy relative to the best compared isomer or geometry (same formula, charge and spin) (kcal per mole) = 18.8
- total energy (Ha) = -2059.5483
- E_LUMO (hartree) = -0.044
- Kohn-Sham gap (hartree) = 0.3303
- charge = 0
- SMILES = Cl/N=N/N(Cl)N(Cl)Cl
- 2S+1 = 1

Last column: natural (NBO) charge in e.
CARTESIAN COORDINATES (ANGSTROEM)
N1 -1.65794 -0.07828 0.06854  -0.212
Cl1 -1.98438 0.86721 -1.39762  0.108
Cl2 3.06454 1.08760 -0.05052  0.131
N2 1.83100 -0.13150 0.04239  -0.188
N3 -0.39502 -0.47781 -0.02336  -0.107
Cl3 -0.31301 -2.25732 0.02431  0.135
Cl4 -2.01827 1.06805 1.36655  0.127
N4 0.65289 0.31718 -0.09579  0.006

5.
Molecular formula: Cl4NOP
Method: DFT, ωB97M-V/def2-TZVPD

Values from the calculation:
- energy relative to the best compared isomer or geometry (same formula, charge and spin) (kcal per mole) = 100.5
- total energy (Ha) = -2311.9521
- E_LUMO (alpha / beta) (hartree) = -0.044 / -0.044
- Kohn-Sham gap (alpha / beta) (hartree) = 0.3193 / 0.3191
- charge = 0
- 2S+1 = 1

Last column: natural (NBO) charge in e.
CARTESIAN COORDINATES (ANGSTROEM)
P1 0.60751 -0.06117 0.28260  1.442
O1 0.63967 0.25758 2.40963  -0.715
Cl1 1.39483 -1.80776 -0.37552  -0.172
Cl2 -1.84047 1.28056 0.10542  0.231
Cl3 1.63596 1.43052 -0.47295  -0.163
Cl4 -1.58455 -1.23674 -1.29940  0.214
N1 -0.85295 0.13701 -0.64977  -0.838

6.
Molecular formula: Cl5HgO20
Method: DFT, ωB97M-V/def2-TZVPD

Values from the calculation:
- total energy (Ha) = -3957.7001
- E_LUMO (hartree) = 0.118
- Kohn-Sham gap (hartree) = 0.1602
- charge = -3
- 2S+1 = 1

Last column: natural (NBO) charge in e.
CARTESIAN COORDINATES (ANGSTROEM)
O1 -8.34475 0.88525 12.97770  -0.847
O2 -7.04092 2.74467 12.12804  -0.797
O3 -11.73940 -1.92957 6.86955  -0.859
Cl1 -9.96069 -2.21787 11.00821  2.586
Cl2 -10.83395 -1.21933 6.13774  2.623
Cl3 -6.29304 1.20602 8.46078  2.460
O4 -8.78257 3.06445 13.41726  -0.924
O5 -11.79027 4.31800 6.83061  -0.888
O6 -7.64066 1.04489 9.06935  -0.873
O7 -9.02395 -1.32296 10.37015  -0.878
O8 -10.21032 3.01944 8.00677  -0.919
O9 -9.57902 5.12057 7.01362  -0.846
O10 -10.27406 3.38037 5.75721  -0.923
O11 -11.02460 -2.26796 10.07883  -0.895
O12 -9.37813 2.22425 11.41247  -0.913
O13 -5.46865 -0.06942 8.38794  -0.863
O14 -5.66944 2.29406 9.20704  -0.841
O15 -11.56078 -0.44781 5.22893  -0.893
O16 -6.11827 1.54212 7.06988  -0.847
O17 -9.87414 -2.04336 5.41114  -0.877
O18 -9.40964 -3.49386 11.35501  -0.840
Cl4 -8.33328 2.19420 12.40081  2.577
Cl5 -10.46633 3.98868 7.00572  2.625
O19 -10.43330 -1.60202 12.17900  -0.881
O20 -10.00418 -0.33890 6.88865  -0.885
Hg1 -10.36424 0.80496 9.41024  1.618

7.
Molecular formula: Cl5N2P3
Method: DFT, ωB97M-V/def2-TZVPD

Values from the calculation:
- energy relative to the best compared isomer or geometry (same formula, charge and spin) (kcal per mole) = 2.0
- total energy (Ha) = -3434.5857
- E_LUMO (hartree) = -0.056
- Kohn-Sham gap (hartree) = 0.2973
- charge = 0
- SMILES = Cl/P=N/P(Cl)Cl.Cl/N=P\Cl
- 2S+1 = 1

Last column: natural (NBO) charge in e.
CARTESIAN COORDINATES (ANGSTROEM)
N1 1.62573 0.92738 -0.19760  -1.380
P1 0.33462 1.33450 -1.02652  1.185
P2 -1.82732 -0.70870 -1.09805  1.091
Cl1 2.48460 -0.81848 1.94537  -0.274
N2 -1.96799 0.42012 0.03977  -0.981
Cl2 -0.37472 3.01547 -0.18334  -0.271
Cl3 1.84017 -1.90533 -0.96350  -0.412
Cl4 -2.31108 -2.42458 -0.18377  -0.272
Cl5 -2.58825 0.37246 1.61217  0.206
P3 2.78425 -0.21285 0.05548  1.108

8.
Molecular formula: Cl5Y
Method: DFT, ωB97M-V/def2-TZVPD

Values from the calculation:
- energy relative to the best compared isomer or geometry (same formula, charge and spin) (kcal per mole) = 179.9
- total energy (Ha) = -2339.3923
- E_LUMO (hartree) = 0.095
- Kohn-Sham gap (hartree) = 0.2356
- charge = -2
- 2S+1 = 1

Last column: natural (NBO) charge in e.
CARTESIAN COORDINATES (ANGSTROEM)
Cl1 2.59109 0.71562 -2.54922  -0.831
Cl2 1.70383 0.64471 2.44568  -0.788
Cl3 -1.57897 3.50428 -0.30913  -0.845
Cl4 -2.79827 -0.87604 1.91194  -0.817
Y1 -0.20979 -0.06888 -0.38411  2.144
Cl5 0.29210 -3.91966 -1.11518  -0.863

9.
Molecular formula: ClCr
Method: DFT, ωB97M-V/def2-TZVPD

Values from the calculation:
- expectation value of S² = 6.04
- energy relative to the best compared isomer or geometry (same formula, charge and spin) (kcal per mole) = 29.6
- total energy (Ha) = -1504.2729
- E_LUMO (alpha / beta) (hartree) = -0.288 / -0.255
- Kohn-Sham gap (alpha / beta) (hartree) = 0.3002 / 0.4227
- charge = +1
- 2S+1 = 5

Last column: natural (NBO) charge in e.
CARTESIAN COORDINATES (ANGSTROEM)
Cr1 0.07382 0.84260 -0.32941  1.242
Cl1 -0.07382 -0.84260 0.32941  -0.242

10.
Molecular formula: ClF2O4Sr2
Method: DFT, ωB97M-V/def2-TZVPD

Values from the calculation:
- energy relative to the best compared isomer or geometry (same formula, charge and spin) (kcal per mole) = 276.4
- total energy (Ha) = -1021.4643
- E_LUMO (hartree) = -0.266
- Kohn-Sham gap (hartree) = 0.0525
- charge = +1
- 2S+1 = 1

Last column: natural (NBO) charge in e.
CARTESIAN COORDINATES (ANGSTROEM)
O1 -27.81373 8.95140 6.74660  -0.825
O2 -27.48089 7.46487 4.99297  -0.895
O3 -28.59046 9.34523 4.44767  -0.822
F1 -21.23334 0.94291 6.46394  -0.965
Cl1 -28.44151 8.39058 5.57308  2.484
O4 -29.66389 7.61228 5.68768  -0.820
Sr1 -21.81432 1.03927 1.95391  1.879
Sr2 -23.55097 3.66362 8.09446  1.909
F2 -23.79980 3.73589 3.94706  -0.945

11.
Molecular formula: ClFFeN2O6
Method: DFT, ωB97M-V/def2-TZVPD

Values from the calculation:
- expectation value of S² = 6.01
- total energy (Ha) = -2384.5763
- E_LUMO (alpha / beta) (hartree) = 0.214 / 0.205
- Kohn-Sham gap (alpha / beta) (hartree) = 0.2998 / 0.2909
- charge = -2
- 2S+1 = 5

Last column: natural (NBO) charge in e.
CARTESIAN COORDINATES (ANGSTROEM)
Fe1 -9.73411 -17.36129 1.81463  1.635
N1 -6.80580 -18.97101 2.37596  0.734
O1 -8.32599 -12.73920 1.87105  -0.588
F1 -10.42337 -18.60399 3.27136  -0.862
O2 -7.76845 -18.20146 1.98586  -0.688
O3 -6.59715 -19.14983 3.51379  -0.445
N2 -8.90426 -13.62300 1.13130  0.716
O4 -9.37093 -14.59791 1.54692  -0.508
O5 -8.83692 -13.43746 -0.18892  -0.607
Cl1 -9.77706 -17.33699 -0.75137  -0.834
O6 -5.87157 -19.29061 1.56836  -0.552

12.
Molecular formula: ClFHP
Method: DFT, ωB97M-V/def2-TZVPD

Values from the calculation:
- energy relative to the best compared isomer or geometry (same formula, charge and spin) (kcal per mole) = 34.0
- total energy (Ha) = -901.9847
- E_LUMO (hartree) = -0.066
- Kohn-Sham gap (hartree) = 0.3175
- charge = 0
- 2S+1 = 1

Last column: natural (NBO) charge in e.
CARTESIAN COORDINATES (ANGSTROEM)
H1 1.07056 0.67132 0.15994  -0.071
Cl1 -1.88158 0.87358 0.00530  -0.492
F1 0.42077 -1.21946 0.54771  -0.574
P1 0.39024 -0.32544 -0.71296  1.138

13.
Molecular formula: ClFI2Si
Method: DFT, ωB97M-V/def2-TZVPD

Values from the calculation:
- expectation value of S² = 2.01
- total energy (Ha) = -1445.0104
- E_LUMO (alpha / beta) (hartree) = 0.016 / -0.138
- Kohn-Sham gap (alpha / beta) (hartree) = 0.2993 / 0.2335
- charge = 0
- 2S+1 = 3

Last column: natural (NBO) charge in e.
CARTESIAN COORDINATES (ANGSTROEM)
F1 -0.73266 0.23753 -1.08334  -0.675
I1 -0.33089 -2.83331 0.08573  -0.225
Cl1 0.09189 0.80775 1.65104  -0.408
I2 3.53398 0.00596 0.12308  0.078
Si1 0.19610 -0.42970 0.01174  1.230

14.
Molecular formula: ClFIP
Method: DFT, ωB97M-V/def2-TZVPD

Values from the calculation:
- expectation value of S² = 2.01
- energy relative to the best compared isomer or geometry (same formula, charge and spin) (kcal per mole) = 20.1
- total energy (Ha) = -1198.9876
- E_LUMO (alpha / beta) (hartree) = -0.020 / -0.167
- Kohn-Sham gap (alpha / beta) (hartree) = 0.2884 / 0.2056
- charge = 0
- 2S+1 = 3

Last column: natural (NBO) charge in e.
CARTESIAN COORDINATES (ANGSTROEM)
I1 -2.03313 0.31490 0.12430  -0.076
F1 1.25927 1.78187 0.30334  -0.106
P1 0.16356 -0.34349 -0.85009  0.424
Cl1 0.61030 -1.75328 0.42245  -0.243

15.
Molecular formula: ClFN2O2
Method: DFT, ωB97M-V/def2-TZVPD

Values from the calculation:
- energy relative to the best compared isomer or geometry (same formula, charge and spin) (kcal per mole) = 7.7
- total energy (Ha) = -819.7930
- E_LUMO (alpha / beta) (hartree) = -0.028 / -0.028
- Kohn-Sham gap (alpha / beta) (hartree) = 0.3420 / 0.3421
- charge = 0
- 2S+1 = 1

Last column: natural (NBO) charge in e.
CARTESIAN COORDINATES (ANGSTROEM)
N1 0.17536 0.94458 0.24347  -0.059
O1 -0.85391 -1.27271 0.92635  -0.230
F1 1.03352 0.82401 1.30245  -0.219
N2 -0.65880 -0.75349 -0.06325  0.652
O2 -0.80600 -0.91533 -1.22950  -0.279
Cl1 1.10983 1.17296 -1.17951  0.135

16.
Molecular formula: ClFN2O3
Method: DFT, ωB97M-V/def2-TZVPD

Values from the calculation:
- expectation value of S² = 2.01
- energy relative to the best compared isomer or geometry (same formula, charge and spin) (kcal per mole) = 21.8
- total energy (Ha) = -894.9168
- E_LUMO (alpha / beta) (hartree) = -0.046 / -0.117
- Kohn-Sham gap (alpha / beta) (hartree) = 0.2485 / 0.3201
- charge = 0
- 2S+1 = 3

Last column: natural (NBO) charge in e.
CARTESIAN COORDINATES (ANGSTROEM)
O1 -0.49260 1.47519 0.94717  -0.191
N1 -0.90018 -0.38371 -0.92388  0.488
N2 -0.05807 0.41999 1.18809  0.346
Cl1 2.20963 0.85837 -0.01391  0.187
O2 1.02975 -0.10848 0.87203  -0.321
O3 -0.44720 -0.66937 -1.91131  -0.149
F1 -1.34134 -1.59199 -0.15819  -0.361

17.
Molecular formula: ClFO2S
Method: DFT, ωB97M-V/def2-TZVPD

Values from the calculation:
- energy relative to the best compared isomer or geometry (same formula, charge and spin) (kcal per mole) = 0.0
- total energy (Ha) = -1108.6948
- E_LUMO (hartree) = -0.065
- Kohn-Sham gap (hartree) = 0.3963
- charge = 0
- SMILES = O=S(=O)(F)Cl
- 2S+1 = 1

Last column: natural (NBO) charge in e.
CARTESIAN COORDINATES (ANGSTROEM)
F1 0.79796 -0.16597 1.24520  -0.465
Cl1 -1.56257 -1.22057 0.18128  -0.191
O1 0.94222 -0.32630 -1.16195  -0.831
S1 0.10078 0.15622 -0.17122  2.305
O2 -0.27840 1.55661 -0.09331  -0.818

18.
Molecular formula: ClH
Method: DFT, ωB97M-V/def2-TZVPD

Values from the calculation:
- energy relative to the best compared isomer or geometry (same formula, charge and spin) (kcal per mole) = 2.0
- total energy (Ha) = -460.7877
- E_LUMO (hartree) = 0.045
- Kohn-Sham gap (hartree) = 0.4819
- charge = 0
- SMILES = Cl
- 2S+1 = 1

Last column: natural (NBO) charge in e.
CARTESIAN COORDINATES (ANGSTROEM)
Cl1 -0.00560 -0.08864 0.59853  -0.244
H1 0.00560 0.08864 -0.59853  0.244

19.
Molecular formula: ClH10NaO5
Method: DFT, ωB97M-V/def2-TZVPD

Values from the calculation:
- energy relative to the best compared isomer or geometry (same formula, charge and spin) (kcal per mole) = 3.2
- total energy (Ha) = -1004.7555
- E_LUMO (hartree) = -0.049
- Kohn-Sham gap (hartree) = 0.3054
- charge = 0
- 2S+1 = 1

Last column: natural (NBO) charge in e.
CARTESIAN COORDINATES (ANGSTROEM)
H1 -13.15535 -4.04418 4.90346  0.468
O1 -17.68443 -0.02839 6.92643  -0.973
Cl1 -16.82191 -1.98584 4.49347  -0.931
H2 -14.53543 -1.47656 7.40606  0.473
Na1 -19.34429 -1.86598 3.23028  0.978
O2 -13.99068 -4.16126 4.43752  -0.954
H3 -15.23526 -1.83581 6.08461  0.491
O3 -19.57123 -3.69859 5.10154  -0.994
H4 -17.60019 -0.61331 7.68635  0.458
H5 -20.21438 -3.82103 5.81033  0.481
H6 -13.94605 -1.31931 4.08979  0.481
O4 -13.60633 -0.83352 3.32748  -0.949
H7 -13.15640 -1.50239 2.80099  0.465
H8 -18.70565 -3.61019 5.53731  0.513
H9 -17.51505 -0.60217 6.14931  0.491
H10 -14.62590 -3.64811 4.95614  0.485
O5 -14.42981 -2.00548 6.60850  -0.984

20.
Molecular formula: ClH10NiO5
Method: DFT, ωB97M-V/def2-TZVPD

Values from the calculation:
- expectation value of S² = 2.01
- energy relative to the best compared isomer or geometry (same formula, charge and spin) (kcal per mole) = 279.5
- total energy (Ha) = -2350.0918
- E_LUMO (alpha / beta) (hartree) = -0.254 / -0.328
- Kohn-Sham gap (alpha / beta) (hartree) = 0.2669 / 0.1890
- charge = +1
- 2S+1 = 3

Last column: natural (NBO) charge in e.
CARTESIAN COORDINATES (ANGSTROEM)
O1 19.12000 -0.43139 11.70974  -0.878
Cl1 17.84402 1.85575 11.40651  -0.344
H1 17.70963 0.83310 9.95118  0.399
O2 17.05941 1.46969 13.88567  -0.898
H2 18.58238 0.35632 11.62792  0.394
H3 16.26274 1.52264 11.10043  0.377
H4 17.86795 1.75162 14.31346  0.442
H5 18.64132 -0.01940 9.11628  0.474
O3 15.33213 1.54353 10.87737  -0.898
H6 17.22976 1.58481 12.95081  0.396
H7 14.91766 0.97127 11.52309  0.485
H8 17.05136 3.64564 12.31875  0.559
O4 17.77544 -0.02110 9.52429  -0.885
H9 17.73077 4.01461 13.62036  0.553
O5 17.90808 3.84826 12.69454  -0.923
Ni1 19.08859 3.07619 12.13096  1.302
H10 19.89525 -0.14383 12.19193  0.445